An isolated molecule of C6H9NO3S2 in a non-equilibrium geometry. Source: the OMol25 dataset; level of theory: ωB97M-V with the def2-TZVPD basis set.

Values from the calculation:
charge = 0
SMILES = C[C@]12CCS(=O)(=O)[C@H]1SC(=O)N2
E_HOMO = -9.501 eV
E = -35670.0599 eV
HOMO-LUMO gap = 9.78 eV
ΔE to the lowest compared entry with this formula, charge and spin = 0.000 eV
largest force on an atom = 5.0 eV/Å

```
21
C6H9NO3S2 ωB97M-V with the def2-TZVPD basis set
C -0.873 1.447 1.106
C -0.095 0.527 0.074
C -1.021 -0.089 -1.025
C -1.263 -1.436 -0.667
S 0.432 -2.115 -0.181
O 1.324 -2.176 -1.344
O 0.320 -3.204 0.798
C 0.737 -0.529 0.815
S 2.416 -0.056 0.996
C 2.196 1.321 -0.121
O 3.142 2.035 -0.469
N 0.939 1.409 -0.458
H -0.249 1.859 1.774
H -1.618 0.897 1.663
H -1.371 2.177 0.546
H -0.595 0.012 -2.010
H -1.913 0.394 -1.070
H -1.814 -1.468 0.316
H -1.522 -2.222 -1.350
H 0.247 -0.773 1.823
H 0.582 1.989 -1.218
```



An isolated molecule of C8H20O2Si in a non-equilibrium geometry. Source: the OMol25 dataset; level of theory: ωB97M-V with the def2-TZVPD basis set.

Values from the calculation:
charge = 0
SMILES = CCO[Si](CC)(CC)OCC
E_HOMO = -9.286 eV
E = -20594.4286 eV
HOMO-LUMO gap = 10.26 eV
ΔE to the lowest compared entry with this formula, charge and spin = 1.652 eV
largest force on an atom = 3.4 eV/Å

```
31
C8H20O2Si ωB97M-V with the def2-TZVPD basis set
C -0.273 -2.001 3.271
C -0.288 -2.219 1.752
O 0.792 -1.628 1.036
Si 0.421 -0.317 -0.015
C 1.982 -0.205 -1.201
C 2.270 1.085 -2.016
C 0.098 1.263 1.034
C -1.288 1.385 1.580
O -0.945 -0.837 -0.856
C -1.074 -0.336 -2.185
C -1.254 1.185 -2.217
H -0.558 -1.051 3.625
H 0.638 -2.308 3.765
H -1.157 -2.653 3.535
H -0.336 -3.279 1.492
H -1.153 -1.740 1.265
H 1.743 -1.096 -1.790
H 2.824 -0.333 -0.532
H 3.136 0.956 -2.703
H 2.636 1.865 -1.287
H 1.511 1.380 -2.740
H 0.915 1.444 1.745
H 0.266 1.943 0.202
H -2.085 1.126 0.864
H -1.495 2.414 1.877
H -1.459 0.602 2.319
H -0.197 -0.596 -2.759
H -1.982 -0.741 -2.563
H -1.439 1.576 -3.192
H -1.991 1.509 -1.520
H -0.258 1.605 -1.786
```



A structure of composition C26H28BrN3O5Pt. Source: the OMol25 dataset; level of theory: ωB97M-V with the def2-TZVPD basis set.

Values from the calculation:
charge = +2
⟨S²⟩ = 6.027
E_HOMO (spin up / spin down) = -14.602 / -14.589 eV
E = -115393.5616 eV
HOMO-LUMO gap (spin up / spin down) = 8.34 / 4.61 eV
ΔE to the lowest compared entry with this formula, charge and spin = 0.043 eV
largest force on an atom = 0.4 eV/Å
spin multiplicity = 5

```
64
C26H28BrN3O5Pt ωB97M-V with the def2-TZVPD basis set
Pt -2.889 2.281 -0.557
O -1.026 5.804 -1.028
C -1.621 4.834 -0.662
N -2.096 3.797 -1.457
C -2.102 3.777 -2.846
O -1.702 4.633 -3.580
C -2.685 2.483 -3.367
C -2.770 2.249 -4.722
C -3.309 1.046 -5.157
C -3.738 0.123 -4.216
C -3.623 0.424 -2.872
N -3.108 1.584 -2.456
C -1.949 4.588 0.791
C -1.672 5.551 1.735
C -2.045 5.323 3.051
C -2.683 4.135 3.368
C -2.920 3.207 2.370
N -2.555 3.422 1.102
H -2.423 3.018 -5.398
H -3.399 0.834 -6.213
H -4.173 -0.821 -4.512
H -3.963 -0.264 -2.111
H -1.184 6.459 1.410
H -1.852 6.064 3.815
H -3.008 3.920 4.376
H -3.421 2.277 2.589
C 2.898 -5.130 0.379
C 3.458 -4.011 -0.513
C 4.829 -3.560 0.019
C 3.612 -4.539 -1.941
C 2.531 -2.806 -0.466
C 2.155 -2.094 -1.599
C 1.277 -0.986 -1.517
Br 0.862 -0.072 -3.040
C 0.683 -0.537 -0.263
O -0.168 0.357 -0.257
C 1.213 -1.184 0.933
C 2.046 -2.333 0.754
C 0.909 -0.757 2.340
C 2.177 -0.847 3.214
C 0.322 0.649 2.498
C -0.130 -1.800 2.849
H 3.497 -6.029 0.239
H 1.866 -5.377 0.121
H 2.946 -4.884 1.441
H 5.508 -4.412 0.040
H 4.758 -3.168 1.037
H 5.271 -2.790 -0.616
H 4.230 -5.435 -1.923
H 4.115 -3.824 -2.595
H 2.652 -4.813 -2.382
H 2.508 -2.389 -2.578
H 2.329 -2.868 1.649
H 2.991 -0.252 2.799
H 2.528 -1.866 3.374
H 1.940 -0.442 4.198
H 1.017 1.411 2.140
H 0.160 0.823 3.562
H -0.619 0.775 1.973
H 0.267 -2.816 2.848
H -1.042 -1.776 2.250
H -0.379 -1.539 3.878
O -3.857 0.426 0.305
O -3.443 0.145 1.398
```



An isolated molecule of C19H25N3OS. Source: the OMol25 dataset; level of theory: ωB97M-V with the def2-TZVPD basis set.

Values from the calculation:
charge = 0
SMILES = CCn1ccnc1CN1CCC[C@@H](C(=O)c2ccc(SC)cc2)C1
E_HOMO = -8.303 eV
E = -37462.2458 eV
HOMO-LUMO gap = 8.67 eV
ΔE to the lowest compared entry with this formula, charge and spin = 1.498 eV
largest force on an atom = 0.7 eV/Å

```
49
C19H25N3OS ωB97M-V with the def2-TZVPD basis set
C 3.002 4.888 -1.078
C 1.984 4.047 -0.308
N 2.605 3.341 0.782
C 2.744 3.841 2.048
C 3.449 2.912 2.753
N 3.753 1.862 1.949
C 3.248 2.139 0.771
C 3.312 1.205 -0.397
N 2.415 0.061 -0.298
C 2.769 -0.834 0.792
C 1.925 -2.102 0.717
C 0.443 -1.754 0.787
C 0.120 -0.769 -0.343
C -1.341 -0.363 -0.298
O -1.682 0.766 -0.013
C -2.345 -1.415 -0.578
C -3.656 -1.181 -0.159
C -4.659 -2.104 -0.370
C -4.368 -3.295 -1.026
S -5.546 -4.556 -1.363
C -7.105 -3.896 -0.706
C -3.064 -3.535 -1.463
C -2.067 -2.613 -1.242
C 1.022 0.457 -0.209
H 2.509 5.420 -1.887
H 3.471 5.612 -0.416
H 3.780 4.253 -1.497
H 1.206 4.693 0.108
H 1.504 3.329 -0.977
H 2.332 4.788 2.330
H 3.756 2.927 3.779
H 3.077 1.733 -1.325
H 4.330 0.812 -0.470
H 3.827 -1.084 0.690
H 2.632 -0.351 1.773
H 2.196 -2.766 1.539
H 2.133 -2.614 -0.224
H -0.170 -2.653 0.704
H 0.221 -1.279 1.746
H 0.337 -1.248 -1.303
H -3.871 -0.252 0.347
H -5.656 -1.887 -0.023
H -7.362 -2.973 -1.217
H -7.853 -4.654 -0.916
H -7.023 -3.746 0.367
H -2.852 -4.458 -1.982
H -1.075 -2.823 -1.608
H 0.801 1.147 -1.029
H 0.789 0.970 0.740
```



An isolated molecule of C4H8N2O in a non-equilibrium geometry. Source: the OMol25 dataset; level of theory: ωB97M-V with the def2-TZVPD basis set.

Values from the calculation:
charge = 0
SMILES = CN[C@H](C#N)CO
E_HOMO = -10.122 eV
E = -9304.6514 eV
HOMO-LUMO gap = 10.95 eV
ΔE to the lowest compared entry with this formula, charge and spin = 1.742 eV
largest force on an atom = 1.1 eV/Å

```
15
C4H8N2O ωB97M-V with the def2-TZVPD basis set
C -1.805 0.698 0.620
N -0.412 0.281 0.771
C 0.232 -0.049 -0.490
C -0.451 -1.152 -1.213
N -1.008 -2.024 -1.732
C 1.711 -0.395 -0.263
O 2.452 0.734 0.108
H -2.457 -0.084 0.201
H -2.201 0.998 1.594
H -1.851 1.568 -0.043
H -0.378 -0.537 1.375
H 0.201 0.842 -1.129
H 2.144 -0.773 -1.193
H 1.780 -1.200 0.487
H 2.043 1.093 0.907
```



The ion C5H11N2O with charge +1 in a non-equilibrium geometry. Source: the OMol25 dataset; level of theory: ωB97M-V with the def2-TZVPD basis set.

Values from the calculation:
charge = +1
SMILES = C[C@@H]1[C@H]2ON[C@H](C)[N@@H+]12
E_HOMO = -14.365 eV
E = -10379.5006 eV
HOMO-LUMO gap = 11.32 eV
ΔE to the lowest compared entry with this formula, charge and spin = 6.105 eV
largest force on an atom = 5.8 eV/Å

```
19
C5H11N2O ωB97M-V with the def2-TZVPD basis set
C 2.502 0.310 -0.114
C 1.059 0.648 -0.363
C 0.232 1.247 0.695
O -0.921 1.895 0.544
N -1.572 1.457 -0.680
C -1.227 -0.329 -0.487
C -2.412 -0.889 0.385
N 0.025 -0.214 0.227
H 2.609 -0.694 -0.573
H 2.697 0.302 0.987
H 3.265 1.204 -0.335
H 0.583 0.934 -1.400
H 0.682 1.314 1.681
H -1.191 1.966 -1.458
H -1.152 -0.873 -1.353
H -3.248 -0.848 -0.327
H -2.510 -0.300 1.323
H -2.009 -1.891 0.564
H 0.052 -1.026 0.911
```



A structure of composition C19H20BrCl5N3O3Pb. Source: the OMol25 dataset; level of theory: ωB97M-V with the def2-TZVPD basis set.

Values from the calculation:
charge = +3
E_HOMO (spin up / spin down) = -17.465 / -17.496 eV
E = -168514.5659 eV
HOMO-LUMO gap (spin up / spin down) = 5.11 / 6.76 eV
largest force on an atom = 0.3 eV/Å

```
52
C19H20BrCl5N3O3Pb ωB97M-V with the def2-TZVPD basis set
Pb -0.167 0.162 -0.623
C 4.664 -0.457 0.682
N 3.660 -0.351 1.752
C 4.104 -0.411 3.151
C 2.413 -0.124 1.413
O 2.052 -0.047 0.212
C 1.356 0.032 2.499
O 0.165 0.597 1.946
C -0.127 1.935 2.349
C -0.211 2.853 1.133
O -0.273 2.325 -0.017
N -0.258 4.149 1.297
C -0.254 4.821 2.601
C -0.335 5.060 0.146
H 5.627 -0.671 1.132
H 4.395 -1.257 -0.004
H 4.722 0.477 0.127
H 5.032 -0.972 3.193
H 4.286 0.588 3.548
H 3.379 -0.932 3.773
H 1.105 -0.948 2.913
H 1.723 0.650 3.317
H -1.089 1.935 2.867
H 0.629 2.292 3.046
H -0.356 4.121 3.424
H 0.668 5.389 2.715
H -1.096 5.510 2.635
H -0.193 4.512 -0.777
H -1.307 5.552 0.142
H 0.444 5.813 0.254
Br -2.600 -1.958 -1.846
C -3.488 -0.702 -0.725
C -4.866 -0.755 -0.651
C -5.499 0.189 0.144
C -4.731 1.133 0.813
C -3.361 1.094 0.665
N -2.728 0.183 -0.091
H -5.422 -1.498 -1.204
H -6.577 0.191 0.229
H -5.190 1.891 1.431
H -2.734 1.829 1.151
Cl 1.353 -3.217 -2.583
C 0.676 -4.139 -1.347
C -0.128 -3.577 -0.405
C -0.797 -4.269 0.558
Cl -1.867 -3.493 1.606
C -0.571 -5.702 0.647
Cl -1.340 -6.569 1.848
C 0.280 -6.329 -0.267
Cl 0.547 -8.002 -0.172
C 0.912 -5.574 -1.264
Cl 1.937 -6.287 -2.367
```



The ion CH2NO4S with charge -1 in a non-equilibrium geometry. Source: the OMol25 dataset; level of theory: ωB97M-V with the def2-TZVPD basis set.

Values from the calculation:
charge = -1
E_HOMO = -3.908 eV
E = -21582.5517 eV
HOMO-LUMO gap = 7.96 eV
ΔE to the lowest compared entry with this formula, charge and spin = 4.140 eV
largest force on an atom = 3.4 eV/Å

```
9
CH2NO4S ωB97M-V with the def2-TZVPD basis set
C 0.302 0.565 0.031
N 0.665 -0.268 1.260
O -0.330 -0.627 1.886
O -0.337 -1.102 -1.931
O 1.820 -0.604 1.514
O -2.021 0.581 -1.291
S -1.193 -0.602 -0.878
H 0.059 1.579 0.119
H 1.036 0.478 -0.710
```



An isolated molecule of C2H8N4 in a non-equilibrium geometry. Source: the OMol25 dataset; level of theory: ωB97M-V with the def2-TZVPD basis set.

Values from the calculation:
charge = 0
E_HOMO = -7.272 eV
E = -8158.9167 eV
HOMO-LUMO gap = 8.11 eV
ΔE to the lowest compared entry with this formula, charge and spin = 5.335 eV
largest force on an atom = 3.0 eV/Å

```
14
C2H8N4 ωB97M-V with the def2-TZVPD basis set
C 0.058 0.926 -0.090
C 1.754 -0.800 -0.050
N -1.127 0.070 0.436
N -2.379 0.296 -0.170
N -1.758 -0.995 -0.154
N 1.094 0.267 -0.796
H -0.404 1.663 -0.749
H -3.126 0.390 0.551
H 0.477 1.410 0.797
H 2.389 -0.357 0.716
H 1.049 -1.492 0.421
H 2.379 -1.369 -0.734
H -1.118 0.120 1.478
H 0.712 -0.130 -1.655
```



A structure of composition C47H57CrF10N6O3 in a non-equilibrium geometry. Source: the OMol25 dataset; level of theory: ωB97M-V with the def2-TZVPD basis set.

Values from the calculation:
charge = -1
⟨S²⟩ = 6.038
E_HOMO (spin up / spin down) = -2.900 / -3.789 eV
E = -120340.4551 eV
HOMO-LUMO gap (spin up / spin down) = 4.69 / 5.58 eV
largest force on an atom = 1.6 eV/Å
spin multiplicity = 5

```
124
C47H57CrF10N6O3 ωB97M-V with the def2-TZVPD basis set
Cr -0.137 -0.167 -2.382
C 0.459 -1.929 -4.810
N 0.280 -0.652 -4.192
C 0.009 0.426 -5.096
C -1.475 0.794 -4.953
N -1.811 0.775 -3.542
C -3.085 0.893 -3.221
C -3.470 0.871 -1.846
F -2.473 0.742 -0.931
C -4.751 0.993 -1.376
F -4.984 0.976 -0.050
C -5.812 1.160 -2.262
F -7.087 1.296 -1.824
C -5.510 1.212 -3.616
F -6.511 1.410 -4.501
C -4.218 1.084 -4.082
F -4.081 1.178 -5.436
C 1.630 -1.152 -1.794
C 1.877 -1.989 -0.547
N 1.053 -1.712 0.656
C 1.087 -2.622 1.682
C 2.026 -3.688 1.729
F 3.038 -3.840 0.820
C 2.049 -4.652 2.727
F 2.973 -5.634 2.678
C 1.143 -4.593 3.767
F 1.122 -5.524 4.745
C 0.290 -3.499 3.800
F -0.489 -3.398 4.904
C 0.228 -2.521 2.812
F -0.312 -0.153 2.666
H 1.459 -2.027 -5.279
H -0.282 -2.115 -5.602
H 0.353 -2.712 -4.059
H 0.223 0.165 -6.144
H 0.625 1.294 -4.827
H -2.059 0.041 -5.500
H -1.670 1.779 -5.404
H 3.498 -0.312 -1.874
H 2.009 -1.755 -2.628
H 2.934 -1.902 -0.254
H 1.679 -3.025 -0.851
C -3.595 -2.672 4.689
C -3.205 -1.388 3.937
C -2.699 -0.355 4.955
C -4.490 -0.800 3.326
C -2.171 -1.687 2.835
C -0.731 -1.399 3.154
C -0.091 -0.935 0.316
N 0.202 0.235 -0.277
C 1.368 0.890 0.104
C 1.388 1.708 1.233
C 2.518 2.429 1.605
C 3.642 2.380 0.774
C 3.672 1.631 -0.390
C 2.538 0.851 -0.667
O 2.575 0.012 -1.826
C 4.868 1.646 -1.345
C 4.393 1.865 -2.806
C 5.844 2.778 -0.994
C 5.672 0.334 -1.227
C 2.567 3.272 2.873
C 3.641 2.702 3.812
C 2.913 4.733 2.545
C 1.234 3.261 3.626
C -1.192 -1.714 -0.292
O -1.143 -1.628 -1.595
C -2.122 -2.499 0.366
C -2.615 -2.249 1.687
C -2.924 -3.495 -0.493
C -3.801 -2.770 -1.523
C -1.919 -4.403 -1.221
C -3.830 -4.403 0.350
H -4.363 -2.453 5.432
H -2.743 -3.110 5.198
H -3.993 -3.407 3.992
H -3.529 -0.003 5.567
H -2.273 0.508 4.447
H -1.960 -0.772 5.637
H -5.136 -0.420 4.119
H -5.058 -1.552 2.786
H -4.258 0.015 2.645
H -0.635 -1.261 4.234
H 0.473 1.769 1.793
H 4.514 2.945 1.057
H 3.338 2.124 -2.856
H 4.546 0.979 -3.421
H 4.956 2.672 -3.273
H 5.335 3.739 -0.979
H 6.635 2.819 -1.742
H 6.317 2.615 -0.027
H 5.132 -0.561 -1.548
H 5.980 0.176 -0.194
H 6.563 0.398 -1.850
H 4.620 2.697 3.339
H 3.388 1.682 4.093
H 3.701 3.305 4.718
H 3.833 4.811 1.972
H 3.041 5.298 3.468
H 2.112 5.195 1.970
H 0.926 2.243 3.852
H 0.453 3.743 3.042
H 1.344 3.804 4.564
H -3.656 -2.532 1.753
H -3.186 -2.143 -2.160
H -4.533 -2.138 -1.021
H -4.326 -3.493 -2.147
H -1.264 -3.804 -1.848
H -2.433 -5.127 -1.852
H -1.315 -4.947 -0.495
H -4.702 -3.866 0.723
H -3.287 -4.826 1.193
H -4.194 -5.222 -0.269
C 0.856 5.355 -1.438
N 1.097 4.163 -2.212
C 0.466 2.967 -2.022
N -0.585 2.937 -1.192
O 0.864 1.976 -2.646
H 1.585 6.113 -1.714
H 0.956 5.160 -0.365
H -0.142 5.756 -1.639
H 1.915 4.117 -2.795
H -0.809 3.702 -0.582
H -0.901 2.005 -0.942
```



An isolated molecule of C16H22N6O6 in a non-equilibrium geometry. Source: the OMol25 dataset; level of theory: ωB97M-V with the def2-TZVPD basis set.

Values from the calculation:
charge = 0
SMILES = CCOC(=O)N1CCN(c2cc(N(C)CCO)c([N+](=O)[O-])c3nonc23)CC1
E_HOMO = -8.479 eV
E = -38169.4538 eV
HOMO-LUMO gap = 7.72 eV
largest force on an atom = 1.6 eV/Å

```
50
C16H22N6O6 ωB97M-V with the def2-TZVPD basis set
C 3.034 2.467 -6.006
C 3.329 1.308 -5.072
O 2.753 1.592 -3.795
C 3.321 0.979 -2.740
O 4.256 0.216 -2.802
N 2.716 1.346 -1.583
C 3.109 0.734 -0.338
C 1.897 0.118 0.355
N 0.828 1.092 0.492
C -0.357 0.727 1.032
C -0.570 -0.522 1.591
C -1.786 -0.968 2.168
N -1.784 -2.147 2.851
C -2.637 -2.359 3.994
C -1.156 -3.334 2.321
C -2.193 -4.224 1.591
O -2.852 -3.526 0.578
C -2.923 -0.129 2.136
N -4.239 -0.576 2.293
O -5.121 0.229 2.516
O -4.457 -1.783 2.126
C -2.723 1.200 1.694
N -3.548 2.222 1.637
O -2.869 3.226 1.084
N -1.616 2.887 0.771
C -1.467 1.630 1.126
C 1.075 2.379 -0.117
C 1.542 2.197 -1.559
H 1.960 2.614 -6.090
H 3.481 3.382 -5.625
H 3.442 2.255 -6.989
H 2.890 0.378 -5.452
H 4.406 1.154 -4.948
H 3.841 -0.042 -0.573
H 3.589 1.472 0.315
H 2.203 -0.245 1.344
H 1.538 -0.735 -0.235
H 0.263 -1.198 1.655
H -3.594 -2.829 3.741
H -2.843 -1.404 4.477
H -2.105 -3.002 4.697
H -0.395 -3.057 1.595
H -0.692 -3.901 3.133
H -1.658 -5.049 1.113
H -2.903 -4.641 2.315
H -3.507 -2.931 0.989
H 1.840 2.914 0.456
H 0.161 2.972 -0.100
H 0.743 1.742 -2.156
H 1.779 3.169 -2.001
```



An isolated molecule of C4H7NO2 in a non-equilibrium geometry. Source: the OMol25 dataset; level of theory: ωB97M-V with the def2-TZVPD basis set.

Values from the calculation:
charge = 0
SMILES = C=C(O)CC(N)=O
E_HOMO = -8.852 eV
E = -9846.5357 eV
HOMO-LUMO gap = 9.55 eV
ΔE to the lowest compared entry with this formula, charge and spin = 0.744 eV
largest force on an atom = 2.1 eV/Å

```
14
C4H7NO2 ωB97M-V with the def2-TZVPD basis set
C 0.434 1.080 -1.747
C -0.500 0.729 -0.859
O -1.319 1.640 -0.290
C -0.547 -0.659 -0.281
C -0.014 -0.441 1.175
N 1.028 -1.229 1.520
O -0.606 0.263 1.968
H 0.476 2.090 -2.118
H 1.022 0.347 -2.267
H -1.378 1.472 0.670
H 0.079 -1.353 -0.837
H -1.582 -1.006 -0.238
H 1.374 -1.171 2.467
H 1.533 -1.762 0.836
```